118
Properties=species:S:1:pos:R:3 method="wB97M-V/def2-TZVPD" s2=0.75 spin_multiplicity=2 homo_energy_ev="-7.981 / -8.479" lumo_ev="0.6 / 0.6" de_lowest_ev=0.000 orbital_gap_ev="8.630 / 9.121" energy_ev=-67780.1901
C -2.278 -0.536 1.505
C -1.981 0.633 0.546
P -2.156 -0.009 -1.180
C -3.833 0.588 -1.616
C -0.849 0.858 -2.264
C 0.317 -0.083 -2.021
O 0.857 -0.763 -2.848
N 0.729 -0.142 -0.616
C 1.929 0.459 -0.267
O 2.277 0.713 0.837
F 2.666 0.827 -1.330
C -0.391 2.264 -1.785
C -0.850 3.503 -2.581
C 0.232 4.578 -2.396
C -2.122 4.091 -1.940
N -0.990 3.249 -4.036
O 0.012 3.583 -4.757
C -1.727 2.036 -4.477
C -1.422 1.815 -5.965
C -3.235 2.306 -4.415
C -1.276 0.756 -3.737
H -2.067 -1.488 1.018
H -1.651 -0.469 2.394
H -3.317 -0.557 1.833
H -2.678 1.460 0.701
H -0.964 0.967 0.716
H -4.517 0.021 -0.983
H -4.012 1.649 -1.446
H -4.052 0.325 -2.649
H 0.677 -1.098 -0.260
H -0.665 2.430 -0.745
H 0.703 2.290 -1.803
H 0.028 5.452 -3.009
H 1.221 4.181 -2.619
H 0.244 4.867 -1.345
H -1.827 4.498 -0.979
H -2.903 3.354 -1.770
H -2.479 4.921 -2.548
H -0.396 1.499 -6.132
H -2.084 1.022 -6.322
H -1.642 2.715 -6.534
H -3.790 1.417 -4.716
H -3.473 3.099 -5.125
H -3.586 2.623 -3.440
H -0.474 0.309 -4.320
H -2.109 0.049 -3.808
C 2.963 -2.390 -0.462
C 2.141 -3.646 -0.726
C 2.575 -4.351 -2.000
O 0.746 -3.326 -0.808
H 2.844 -1.679 -1.277
H 2.644 -1.907 0.463
H 4.023 -2.631 -0.375
H 2.243 -4.326 0.122
H 2.434 -3.698 -2.866
H 1.975 -5.247 -2.164
H 3.626 -4.639 -1.956
H 0.626 -2.747 -1.572
C -0.973 -6.979 -1.678
C -0.841 -8.462 -1.984
C 0.454 -8.765 -2.723
O -1.961 -8.919 -2.741
H -0.992 -6.394 -2.602
H -1.903 -6.778 -1.147
H -0.140 -6.625 -1.068
H -0.868 -9.031 -1.053
H 0.476 -8.236 -3.680
H 0.535 -9.831 -2.932
H 1.325 -8.456 -2.142
H -1.968 -8.436 -3.574
C 1.302 -4.997 3.079
C 0.182 -4.291 3.825
C -0.961 -5.238 4.158
O -0.283 -3.190 3.046
H 0.926 -5.397 2.130
H 2.102 -4.294 2.852
H 1.722 -5.817 3.662
H 0.575 -3.856 4.745
H -1.393 -5.649 3.241
H -1.753 -4.709 4.689
H -0.619 -6.068 4.778
H -0.613 -3.539 2.209
C 2.305 8.488 1.209
C 1.974 7.065 0.787
C 3.225 6.277 0.433
O 1.063 7.069 -0.311
H 2.796 9.021 0.390
H 1.396 9.034 1.462
H 2.971 8.501 2.073
H 1.445 6.560 1.597
H 3.742 6.746 -0.410
H 2.966 5.260 0.138
H 3.916 6.230 1.275
H 1.495 7.505 -1.054
C -4.467 7.788 0.296
C -3.259 7.005 0.788
C -2.494 7.767 1.860
O -2.395 6.683 -0.300
H -4.148 8.734 -0.150
H -5.002 7.224 -0.468
H -5.156 8.009 1.112
H -3.588 6.045 1.189
H -2.118 8.711 1.456
H -1.635 7.188 2.199
H -3.129 7.989 2.719
H -2.075 7.511 -0.676
C 2.852 -5.470 7.312
C 3.838 -5.231 6.179
C 5.214 -4.851 6.702
O 3.344 -4.225 5.296
H 2.727 -4.558 7.903
H 1.874 -5.745 6.916
H 3.195 -6.264 7.976
H 3.918 -6.133 5.570
H 5.157 -3.922 7.277
H 5.905 -4.688 5.876
H 5.621 -5.629 7.349
H 3.260 -3.406 5.796